39
Properties=species:S:1:pos:R:3:lowdin_charge:R:1 method="wB97M-V/def2-TZVPD" total_energy_ev=-48950.5885 largest_force_ha_per_bohr=0.081 total_charge=0 e_above_lowest_ev=0.197 homo_lumo_gap_ev="5.20 / 5.66" multiplicity=6 mol_weight_g_mol=443.39
Ir -1.441 3.664 0.202 0.442
Cl -1.472 2.264 2.092 -0.287
Cl -0.938 3.326 -2.035 -0.288
H 0.266 3.015 0.368 -0.136
H -1.901 1.934 -0.148 -0.163
P 0.415 -0.978 0.117 1.195
C -0.875 -1.709 1.075 -0.531
C 0.506 -1.135 -1.654 -0.521
C 1.636 -0.156 1.128 -0.512
C -2.313 -1.218 0.846 -0.101
H -0.641 -1.434 2.121 0.127
C -0.648 -3.209 0.859 -0.116
H -0.878 -3.455 -0.183 0.080
H -1.281 -3.800 1.521 0.087
H 0.395 -3.500 1.030 0.068
H -2.400 -0.148 1.105 0.013
H -2.969 -1.813 1.509 0.092
H -2.655 -1.333 -0.194 0.063
H 1.080 0.240 2.002 0.104
C 2.378 1.078 0.552 -0.115
C 2.593 -1.326 1.510 -0.115
H 2.068 -2.027 2.174 0.070
H 3.513 -0.985 1.999 0.085
H 2.865 -1.895 0.600 0.078
H 1.610 1.816 0.220 0.001
H 3.080 0.806 -0.262 0.068
H 2.934 1.520 1.399 0.092
C -0.840 -0.961 -2.366 -0.099
H 0.902 -2.200 -1.719 0.132
C 1.471 -0.144 -2.313 -0.103
H -1.688 -1.511 -1.943 0.059
H -0.693 -1.303 -3.400 0.091
H -1.136 0.100 -2.412 0.073
H 1.077 0.884 -2.291 0.072
H 1.587 -0.427 -3.372 0.096
H 2.464 -0.124 -1.862 0.057
O -3.032 5.235 0.573 -0.170
H -2.543 5.605 -0.189 0.031
H -2.496 5.305 1.342 -0.017

45
Properties=species:S:1:pos:R:3:lowdin_charge:R:1 method="wB97M-V/def2-TZVPD" total_energy_ev=-32890.9555 largest_force_ha_per_bohr=0.077 total_charge=+1 e_above_lowest_ev=3.051 homo_lumo_gap_ev="6.33 / 6.34" mol_weight_g_mol=483.29
O -3.872 -2.008 2.011 -0.121
H -4.564 -2.602 1.687 0.090
Bi 0.269 -0.075 0.189 1.937
N 1.249 -0.009 -1.883 -0.214
N -1.366 0.030 -1.217 -0.244
O 2.734 -0.045 -2.168 -0.048
O -2.721 0.170 -0.625 -0.051
C 0.359 0.059 -2.870 -0.355
C -1.041 0.177 -2.494 -0.356
C 0.809 0.082 -4.288 -0.022
C -2.166 0.352 -3.456 -0.020
H 1.804 -0.393 -4.374 0.088
H 0.839 1.142 -4.623 0.104
H 0.039 -0.481 -4.871 0.098
H -3.025 0.800 -2.930 0.086
H -2.408 -0.653 -3.850 0.102
H -1.769 1.015 -4.259 0.095
H 3.158 -0.062 -1.293 0.060
H -2.629 -0.139 0.303 0.057
O 0.434 2.479 -0.141 -0.135
H 0.946 1.967 -0.844 0.026
H -0.454 2.123 -0.052 -0.025
C -2.627 -2.600 1.638 -0.155
H -1.849 -2.073 2.219 0.059
H -2.450 -2.387 0.565 0.073
H -2.614 -3.668 1.842 0.089
O 1.229 -2.302 0.046 -0.157
H 1.239 -1.891 -0.869 0.028
H 1.817 -1.777 0.624 -0.001
C 3.190 1.549 0.907 -0.034
O 2.378 0.364 1.280 -0.435
C 1.952 0.273 2.709 -0.147
C 0.628 -0.502 2.978 -0.118
O -0.665 0.007 2.264 -0.500
C -1.061 1.392 2.563 -0.057
H 4.219 1.307 1.181 0.101
H 2.789 2.447 1.485 0.119
H 3.087 1.744 -0.192 0.092
H 1.840 1.356 3.100 0.147
H 2.774 -0.266 3.204 0.144
H 0.695 -1.589 2.617 0.137
H 0.284 -0.393 4.010 0.140
H -1.493 1.265 3.552 0.101
H -0.171 2.110 2.551 0.108
H -1.816 1.704 1.775 0.113

44
Properties=species:S:1:pos:R:3:lowdin_charge:R:1 method="wB97M-V/def2-TZVPD" total_energy_ev=-86133.8841 largest_force_ha_per_bohr=0.043 total_charge=+2 e_above_lowest_ev=2.050 homo_lumo_gap_ev="3.12 / 4.25" multiplicity=4 mol_weight_g_mol=689.84
I -0.278 1.822 1.438 0.306
I -0.208 -0.758 2.022 0.424
Nd -0.038 -0.564 -2.997 1.307
P -2.363 -0.290 -1.219 0.604
C -3.231 -0.012 0.361 -0.345
C -3.150 1.157 -2.034 -0.277
H -4.240 0.995 -2.008 0.071
H -4.515 -1.253 -1.727 0.065
H -2.801 1.305 -3.064 0.033
H -3.269 -1.920 -2.853 0.041
H -2.955 0.964 0.771 -0.015
H -2.888 2.042 -1.436 0.057
C -3.484 -1.630 -1.813 -0.276
H -4.317 -0.057 0.184 0.077
H -3.353 -2.509 -1.166 0.062
H -2.939 -0.771 1.093 -0.013
P 2.299 -0.249 -1.127 0.635
C 3.000 0.068 0.534 -0.328
C 3.439 -1.648 -1.496 -0.281
H 2.858 1.223 -2.989 0.030
H 4.278 0.988 -1.900 0.074
H 2.921 2.059 -1.406 0.059
C 3.186 1.138 -1.944 -0.280
H 3.268 -2.008 -2.515 0.036
H 4.490 -1.347 -1.363 0.070
H 4.098 0.031 0.477 0.075
H 2.631 -0.682 1.237 -0.016
H 3.201 -2.451 -0.788 0.058
H 2.699 1.057 0.886 0.006
Cl -0.157 0.148 -5.341 -0.106
C 1.412 0.888 7.489 -0.053
N 0.245 1.466 6.811 -0.046
C -0.249 0.966 5.643 -0.880
S -1.161 1.911 4.563 0.443
N -0.031 -0.374 5.482 -0.117
C -0.728 -1.266 6.410 -0.079
H 1.314 -0.199 7.534 0.070
H 1.415 1.307 8.502 0.096
H 2.346 1.157 6.965 0.095
H 0.150 2.477 6.863 0.121
H -0.151 -0.675 4.503 -0.075
H -1.595 -1.726 5.923 0.087
H -0.065 -2.091 6.718 0.088
H -1.038 -0.696 7.287 0.095

43
Properties=species:S:1:pos:R:3:lowdin_charge:R:1 method="wB97M-V/def2-TZVPD" total_energy_ev=-22495.5122 largest_force_ha_per_bohr=0.089 total_charge=+2 e_above_lowest_ev=0.211 homo_lumo_gap_ev="9.34 / 3.20" multiplicity=2 mol_weight_g_mol=323.80
Rb -0.320 0.145 0.165 1.016
C 1.069 -0.225 -3.973 -0.041
C 1.437 -1.228 -2.911 -0.356
C 2.619 -2.143 -3.487 -0.061
O 2.465 -2.878 -4.761 0.059
C 1.341 -3.814 -4.595 0.042
N 1.881 -0.430 -1.732 0.038
H 0.054 0.171 -3.991 0.105
H 1.169 -0.672 -4.963 0.092
H 1.791 0.590 -4.031 0.105
H 0.546 -1.819 -2.700 0.142
H 3.058 -2.710 -2.665 0.158
H 3.465 -1.540 -3.816 0.147
H 0.434 -3.294 -4.288 0.116
H 1.609 -4.634 -3.927 0.132
H 1.261 -4.318 -5.558 0.121
H 2.118 -1.176 -1.093 0.081
H 2.612 0.266 -1.775 0.117
C -1.332 1.760 3.606 -0.035
C -0.930 2.827 2.560 -0.373
C 0.597 2.906 2.227 -0.179
O 1.282 1.681 1.944 -0.317
C 2.741 1.729 1.773 -0.056
N -1.589 2.360 1.325 -0.083
H -0.945 2.010 4.594 0.092
H -0.681 0.943 3.294 0.066
H -2.372 1.447 3.692 0.083
H -1.391 3.788 2.787 0.145
H 1.145 3.431 3.009 0.134
H 0.657 3.559 1.357 0.122
H 3.406 1.617 2.629 0.096
H 3.083 2.580 1.184 0.097
H 3.019 0.795 1.286 0.068
H -1.765 3.061 0.620 0.082
H -2.486 2.094 1.704 0.057
C -3.535 -1.118 2.250 -0.767
O -2.564 -0.911 1.520 -0.134
N -3.466 -1.920 3.265 0.194
N -4.670 -0.467 2.128 0.186
H -4.034 -1.730 4.078 0.133
H -2.521 -2.276 3.287 0.129
H -5.557 -0.746 2.523 0.128
H -4.699 0.290 1.460 0.120